(1)
Molecular formula: C2H8N2Si
Method: DFT, ωB97M-V/def2-TZVPD

Calculated values
- E (eV) = -13057.6245
- energy relative to the best compared isomer or geometry (same formula, charge and spin) (eV) = 1.938
- E_LUMO (eV) = 0.54
- Kohn-Sham gap (eV) = 8.82
- M (u) = 88.19

Structure (XYZ):
```
13
Properties=species:S:1:pos:R:3:lowdin_charge:R:1
C -0.35165 -1.71889 1.11273 -0.19
C 1.60334 1.28874 -1.18934 -0.14
N -0.99169 0.69422 0.93176 -0.13
N -0.99209 -0.76745 0.31716 -0.31
Si -0.76276 0.54303 -0.82383 0.69
H 0.57432 -2.09593 0.61135 0.08
H -0.16350 -1.28334 2.09139 0.08
H -0.93826 -2.61219 1.18439 0.05
H 1.63698 2.00506 -2.01533 -0.05
H 1.86180 1.93612 -0.27992 0.00
H 2.22809 0.33723 -1.31728 0.00
H -1.88054 1.13395 1.14864 0.01
H -1.82405 0.53945 -1.77172 -0.09
```

=====

(2)
Molecular formula: C5H37NO13
Method: DFT, ωB97M-V/def2-TZVPD

Calculated values
- E (eV) = -33894.0518
- energy relative to the best compared isomer or geometry (same formula, charge and spin) (eV) = 1.934
- E_LUMO (eV) = 0.04
- Kohn-Sham gap (eV) = 9.42
- M (u) = 319.35

Structure (XYZ):
```
56
Properties=species:S:1:pos:R:3:lowdin_charge:R:1
C 0.18827 1.00919 -0.42520 -0.13
C 1.53762 0.49696 -0.88784 -0.39
C 2.50432 -0.06596 0.12478 -0.03
O 2.19066 1.59160 -1.58771 -0.07
C -0.62154 -0.13779 0.22554 -0.21
N -1.17713 -0.91408 -0.93893 -0.08
C -2.48108 -1.50951 -0.66820 -0.13
H -0.37920 1.30484 -1.29530 0.07
H 0.34080 1.91250 0.16793 0.11
H 1.41674 -0.22292 -1.69704 0.12
H 2.08226 -0.86964 0.71591 0.07
H 3.42451 -0.39446 -0.35270 0.10
H 2.74234 0.65923 0.91114 0.08
H 2.23266 2.39167 -1.04782 0.10
H -0.01269 -0.76841 0.83526 0.06
H -1.43133 0.16864 0.83939 0.06
H -0.52473 -1.66519 -1.06293 0.07
H -3.15994 -0.86576 -0.09826 0.07
H -2.45752 -2.44084 -0.08968 0.08
H -3.02529 -1.63446 -1.60264 0.07
H 0.85843 -1.06506 3.85847 -0.02
H 2.09908 -2.01480 3.67349 0.01
O 1.24808 -1.91243 4.09668 -0.06
H -0.39312 -2.65313 1.32001 0.04
H -0.29082 -2.15838 2.79952 0.02
O -0.80530 -2.71199 2.18490 -0.04
H -2.72392 0.52828 2.79135 0.03
H -2.49245 1.64538 1.64616 0.02
O -2.34234 1.40375 2.57366 -0.07
H -0.09548 3.86279 -0.99759 0.00
H -0.14985 4.28625 0.44462 0.04
O 0.36299 4.42599 -0.35899 -0.06
H -2.41226 2.69121 -1.11187 0.03
H -2.60632 1.30186 -0.73345 0.02
O -2.62127 2.16852 -0.32732 -0.03
H 3.90413 -1.54980 2.43266 0.05
H 3.66487 -0.06460 2.77913 0.03
O 3.94146 -0.90772 3.15709 -0.05
H 1.12261 -4.18168 -2.01339 0.03
H 1.41169 -2.79062 -2.63157 -0.01
O 1.53676 -3.33193 -1.81955 -0.09
H -0.77466 0.64779 2.73203 0.01
H 0.24674 1.03009 3.71036 0.07
O 0.10183 0.34329 3.05993 -0.06
H 1.12967 -0.83887 -3.78445 0.01
H -0.02807 -1.89817 -3.91656 0.05
O 0.91015 -1.75189 -4.05445 -0.06
H -0.57197 2.15675 -3.38102 0.02
H -1.56231 3.36426 -3.52231 0.07
O -1.14532 2.76087 -2.87963 -0.06
H -3.51308 -1.60439 3.42339 0.06
H -2.30049 -1.78342 2.38961 0.00
O -3.15785 -1.35402 2.56137 -0.07
H 1.63697 1.45879 -3.30466 0.04
H 1.31908 1.43185 -4.85668 0.08
O 1.10259 1.01957 -4.00664 -0.06
```

=====

(3)
Molecular formula: C3H8O
Method: DFT, ωB97M-V/def2-TZVPD

Calculated values
- SMILES = C=C.CO
- E (eV) = -5285.9642
- energy relative to the best compared isomer or geometry (same formula, charge and spin) (eV) = 2.186
- E_LUMO (eV) = 1.01
- Kohn-Sham gap (eV) = 10.80
- M (u) = 60.10

Structure (XYZ):
```
12
Properties=species:S:1:pos:R:3:lowdin_charge:R:1
C -2.16874 1.11170 1.04622 -0.08
C -1.31883 0.35205 1.75494 -0.08
H -2.43674 0.80519 0.05179 0.04
H -2.64463 1.99142 1.52209 0.06
H -1.10685 -0.60248 1.32741 0.02
H -0.69504 0.86670 2.46680 0.05
C 0.87704 -0.81094 -1.42455 -0.12
O 2.20342 -0.46963 -0.91427 -0.17
H 0.67538 0.05727 -2.04656 0.07
H 0.36180 -0.83323 -0.46924 0.06
H 0.93490 -1.70190 -2.08612 0.09
H 2.89318 -0.66542 -1.56433 0.07
```